A cluster of 7 separate species, C43H69FN5O21S in total at a distorted geometry. Source: the OMol25 dataset; level of theory: ωB97M-V with the def2-TZVPD basis set.

The max |F| comes out at 0.14151 hartree/bohr. Its total charge is +1. As for the total energy: -4031.0443 Eh. The orbital gap comes out at 7.731 eV.

Each line ends with the Löwdin charge.
Geometry (Å):
C 7.01372 1.17270 0.08361  0.0594
C 6.11522 0.56989 -0.67804  -0.1041
C 5.00231 0.06611 -1.71711  -0.1807
C 3.54463 0.80473 -1.50998  -0.1940
C 2.49356 -0.24791 -0.90097  -0.1354
C 0.95954 -0.07567 -1.35724  -0.3778
C 0.78073 0.20500 -2.95182  -0.4005
S 1.87903 -0.84782 -4.03764  0.8330
C 0.91264 -2.28220 -4.72583  -0.5405
C 1.15696 -2.53896 -6.31080  -0.1659
C 0.28224 -1.55486 -1.10354  -0.0094
C -1.03743 -1.46992 -0.12984  -0.3631
O -0.63893 -1.30113 1.24839  -0.0901
C -1.60662 -0.58515 2.05499  -0.1316
C -1.29455 -0.95438 3.62060  -0.3297
C -2.60831 -1.64010 4.26794  -0.0674
O -0.13383 -1.81497 3.79151  -0.0755
C -1.64126 -3.00722 -0.19298  -0.1899
C -3.10237 -3.15510 0.46588  -0.0236
F -0.73050 -3.77436 0.68578  -0.0705
N -1.99090 -0.44034 -0.65914  0.0917
C -2.42028 -1.00431 -1.98921  -0.0970
C -2.80736 -1.23065 -3.23788  0.1306
C -1.29338 0.87874 -0.90507  -0.0987
N -1.99595 1.94661 -1.36148  0.1092
N -3.37333 1.93485 -1.58230  -0.0221
C -3.87197 3.22040 -2.16283  -0.1715
C -4.98638 2.79670 -3.29888  -0.2176
C -5.85089 1.50279 -2.86435  -0.1335
N 0.13218 0.89565 -0.61417  -0.0036
C 0.73121 2.19177 -0.26406  -0.0827
C 1.55051 2.20573 1.16866  -0.2526
O 1.16025 1.01006 1.94256  -0.0973
C 1.14962 3.48886 2.10114  -0.1791
N 0.88982 2.96910 3.51026  -0.0189
H 7.81306 1.75852 0.67455  0.0654
H 4.93952 -1.07997 -1.61807  0.1029
H 5.38194 0.31206 -2.77345  0.1183
H 3.27917 1.24927 -2.53444  0.0956
H 3.77633 1.69930 -0.79548  0.1051
H 2.63919 -0.28423 0.25686  0.1406
H 2.82792 -1.30480 -1.26810  0.1082
H 1.04397 1.33456 -3.10211  0.0921
H -0.29336 0.07099 -3.33862  0.0749
H 1.29162 -3.23583 -4.17530  0.0784
H -0.21299 -2.18948 -4.45792  0.0674
H 0.32065 -2.06876 -6.94514  0.0792
H 1.10728 -3.69204 -6.46633  0.0857
H 2.21935 -2.19779 -6.59816  0.0744
H 1.03524 -2.20911 -0.49377  0.1458
H 0.09036 -2.13222 -2.07711  0.1055
H -1.35426 0.55210 1.94948  0.1216
H -2.71044 -0.78338 1.81881  0.1072
H -1.08272 0.00550 4.25304  0.1501
H -3.50859 -0.94224 4.07518  0.0853
H -2.85765 -2.64236 3.73941  0.0791
H -2.54612 -1.79949 5.40826  0.0857
H 0.36765 -1.51270 4.59978  0.1022
H -1.52042 -3.48918 -1.23104  0.1475
H -3.74740 -4.00091 0.00757  0.0786
H -2.96540 -3.26307 1.60341  0.0812
H -3.72784 -2.17911 0.31567  0.0915
H -3.43082 -1.19282 -4.21750  0.0890
H -1.53231 2.86082 -1.57586  0.1721
H -3.87934 1.67776 -0.69907  0.1241
H -3.08577 3.84191 -2.72527  0.1269
H -4.47804 3.83436 -1.37928  0.1161
H -5.71754 3.67698 -3.53076  0.1055
H -4.42133 2.49596 -4.27683  0.1139
H -6.21172 1.54323 -1.76395  0.0849
H -6.78814 1.45214 -3.52829  0.0825
H -5.27259 0.51272 -3.00004  0.0571
H 1.41684 2.52721 -1.15144  0.1373
H -0.01611 3.08258 -0.13736  0.1202
H 2.69506 2.26647 1.01131  0.1386
H 2.03815 0.64633 2.23894  0.1151
H 2.00134 4.26740 2.20157  0.1240
H 0.17622 4.01595 1.78777  0.1030
H 1.76458 2.98517 4.06288  0.0224
H 0.13056 3.51407 3.95136  0.0727
C 9.59775 -2.37534 0.08018  -0.1285
C 9.13864 -1.45022 -1.00200  -0.1389
O 10.27691 -1.34891 -1.84419  0.0625
C 11.02666 -2.46929 -1.63851  -0.5391
O 11.97193 -2.78575 -2.31067  0.1484
O 10.56526 -3.18358 -0.57340  0.0681
H 8.78515 -2.98697 0.47792  0.0917
H 10.08071 -1.84490 0.90656  0.1431
H 8.30598 -1.86331 -1.58035  0.1296
H 8.85131 -0.47071 -0.61777  0.0919
C 2.93554 -0.07491 7.21901  -0.1286
C 1.70677 0.64646 7.67810  -0.1287
O 1.89121 1.95578 7.16225  0.0763
C 2.73631 1.85119 6.10078  -0.5167
O 2.97324 2.74659 5.33052  0.1196
O 3.27830 0.60540 6.02084  0.0707
H 2.75019 -1.13318 7.02549  0.1378
H 3.76438 0.01694 7.92710  0.1403
H 0.79029 0.22489 7.25362  0.1313
H 1.61708 0.66627 8.76578  0.1404
C -3.90315 4.86211 2.52164  -0.1126
C -5.02720 4.77783 1.53850  -0.1113
O -4.78126 3.54662 0.87256  0.0248
C -4.03711 2.77942 1.71614  -0.5203
O -3.79264 1.61202 1.53631  0.1243
O -3.60614 3.49768 2.78735  0.0761
H -4.18832 5.38328 3.43714  0.1457
H -3.01422 5.34237 2.10163  0.1385
H -6.00580 4.72712 2.02505  0.1463
H -5.02529 5.60992 0.83148  0.1123
C -4.72609 7.07612 -3.10929  -0.1391
C -5.30256 8.45777 -3.11671  -0.1244
O -5.63816 8.67376 -1.75437  0.0786
C -4.85097 7.84833 -1.01277  -0.5339
O -4.75802 7.89536 0.18614  0.1426
O -4.18079 6.96227 -1.80298  0.0428
H -3.95101 6.94358 -3.86671  0.1383
H -5.48927 6.30318 -3.24245  0.1256
H -4.57437 9.21365 -3.42568  0.1409
H -6.18672 8.53682 -3.75195  0.1422
C 6.07162 -5.03481 -0.57534  -0.1277
C 5.21132 -5.53547 0.54309  -0.1318
O 5.95712 -5.19534 1.70119  0.0735
C 6.77403 -4.15974 1.36258  -0.5213
O 7.42230 -3.51541 2.15460  0.1457
O 6.76386 -3.94374 0.01336  0.0351
H 5.48618 -4.70413 -1.43554  0.1346
H 6.80197 -5.77872 -0.90728  0.1415
H 4.24228 -5.02849 0.58507  0.1341
H 5.04565 -6.61317 0.49068  0.1394
C -5.19592 -7.05359 -0.96925  -0.1407
C -6.24433 -6.68972 0.03284  -0.1405
O -7.19414 -5.97166 -0.73804  0.0619
C -7.04239 -6.37436 -2.03254  -0.5366
O -7.79616 -6.09053 -2.92371  0.1568
O -5.92421 -7.14115 -2.18333  0.0645
H -4.71168 -8.00428 -0.73801  0.1383
H -4.42915 -6.27936 -1.07247  0.1201
H -6.73182 -7.56843 0.46586  0.1380
H -5.85029 -6.06886 0.83996  0.1318


A cluster of 2 separate species, C9H16N2O2 in total at a distorted geometry. Source: the OMol25 dataset; level of theory: ωB97M-V with the def2-TZVPD basis set.

The max |F| comes out at 0.17022 hartree/bohr. Its total charge is 0. The SMILES is O=c1cc[nH]c(=O)[nH]1.CCCCC. As for the total energy: -612.3588 Eh. The orbital gap comes out at 9.782 eV. The calculation puts the energy relative to the best compared isomer or geometry (same formula, charge and spin) at 595.8 kJ/mol.

Each line ends with the natural charge from an NBO analysis.
Geometry (Å):
O -2.56934 1.65326 -0.73508  -0.5800
C -2.05924 0.58039 -0.53946  0.5753
C -1.93020 -0.46468 -1.41308  -0.3625
C -1.22322 -1.60240 -1.02557  0.0807
N -0.59933 -1.76675 0.16558  -0.6310
C -0.96680 -0.88443 1.24514  0.7957
O -0.92577 -0.98638 2.53940  -0.5770
N -1.37732 0.41823 0.66512  -0.6486
H -2.87196 -0.95993 -2.22007  0.2492
H -1.40094 -2.50902 -1.58438  0.2197
H -0.16627 -2.72494 0.29268  0.4440
H -1.57361 1.21262 1.24929  0.4390
C 2.72719 -1.72818 -1.03766  -0.6412
C 2.62340 -0.59698 0.19319  -0.3616
C 1.90135 0.57624 -0.38957  -0.4567
C 1.99019 1.75205 0.52318  -0.3834
C 0.90481 2.70968 -0.09269  -0.6546
H 1.59177 -1.70698 -0.99013  0.2066
H 3.26520 -1.22392 -1.79424  0.2029
H 3.28091 -2.72214 -0.92522  0.2145
H 3.57641 -0.32550 0.59811  0.2014
H 2.10067 -1.11258 0.99149  0.1855
H 2.58165 0.75254 -1.18152  0.2077
H 0.93047 0.46678 -0.69247  0.2069
H 3.06890 2.30967 0.36732  0.2143
H 1.84791 1.37696 1.79191  0.2027
H 0.02672 2.30632 -0.81987  0.2224
H 0.24762 3.51752 0.62696  0.2151
H 1.48713 3.39706 -0.74027  0.2130


A cluster of 2 separate species, C24H43BBrN5O2Si in total at a distorted geometry. Source: the OMol25 dataset; level of theory: ωB97M-V with the def2-TZVPD basis set.

The max |F| comes out at 0.02143 hartree/bohr. Its total charge is +2. As for the total energy: -4252.4431 Eh. The orbital gap comes out at 4.516 eV.

Each line ends with the Löwdin charge.
Geometry (Å):
C 5.08043 -0.16142 -2.53836  -0.0572
C 5.03600 -1.67001 -2.30314  -0.2994
O 3.95231 -2.28702 -2.99903  -0.2197
Si 2.55277 -2.74451 -2.23476  0.5922
C 1.29327 -3.08069 -3.59898  -0.2125
C 0.36996 -4.28023 -3.29366  -0.2539
C -0.63336 -4.00215 -2.15435  -0.1848
C -1.97598 -3.46545 -2.68411  -0.2021
N -2.52680 -2.29519 -1.96708  -0.0050
C -3.47653 -2.58541 -0.93742  -0.5178
N -4.56562 -3.21560 -1.05192  0.1606
N -3.10585 -2.07055 0.35675  0.0668
C 2.82896 -4.35591 -1.28365  -0.2768
C 4.09352 -4.48983 -0.43878  -0.7558
C 4.36275 -5.91073 0.03014  -0.1502
Br 4.02215 -3.32126 1.14654  0.7526
B 1.76463 -1.25695 -1.07753  -0.4575
O 1.38844 -1.50996 0.24543  -0.0046
C 1.43786 0.17483 -1.66445  -0.1980
C -0.06850 0.49239 -1.73069  -0.1123
H 5.66354 0.09086 -3.43050  0.0819
H 4.07126 0.24135 -2.65877  0.0539
H 5.54980 0.34391 -1.68529  0.0797
H 5.96033 -2.12817 -2.67691  0.1238
H 4.99220 -1.88487 -1.22787  0.0679
H 1.85801 -3.24962 -4.52678  0.0906
H 0.67349 -2.18562 -3.77917  0.0804
H 0.96927 -5.16936 -3.07235  0.0914
H -0.21347 -4.54444 -4.18895  0.1103
H -0.23074 -3.28806 -1.42222  0.0925
H -0.82221 -4.93224 -1.60132  0.1153
H -1.85763 -3.15803 -3.72779  0.1177
H -2.70859 -4.28724 -2.67056  0.1110
H -2.98009 -1.70583 -2.65490  0.1121
H -4.69300 -3.57695 -1.99595  0.0581
H -3.50895 -1.14384 0.45617  0.0614
H -3.56552 -2.65461 1.04923  0.0727
H 1.93877 -4.55085 -0.66347  0.0930
H 2.89250 -5.16565 -2.03118  0.0951
H 4.95480 -4.13013 -1.00875  0.0788
H 5.21639 -5.96461 0.70942  0.0724
H 4.57389 -6.52990 -0.85136  0.0912
H 3.48031 -6.32919 0.52460  0.0842
H 2.15092 -1.56441 0.82993  0.0051
H 1.87174 0.29527 -2.66677  0.0889
H 1.93342 0.92695 -1.02332  0.1017
H -0.57618 0.27793 -0.78165  0.0465
H -0.24126 1.54414 -1.99753  0.0703
H -0.56027 -0.12094 -2.48914  0.0610
C -0.21641 -0.05111 2.30330  0.0471
N -0.76993 1.31759 2.46630  -0.0546
C -2.07052 1.45995 2.76745  0.0257
C -2.62648 2.70641 2.93923  0.0567
C -1.82212 3.83578 2.80293  -0.1312
C -0.48102 3.66515 2.48019  0.0583
C 0.01764 2.38950 2.31482  0.0358
C -2.38517 5.19834 3.00646  -0.1241
C -1.82268 6.06594 3.93694  0.0599
C -2.35446 7.32743 4.09584  0.0311
N -3.40274 7.73018 3.36278  -0.0727
C -3.96740 6.90613 2.46291  0.0253
C -3.48231 5.63474 2.26604  0.0597
C -3.95222 9.09937 3.52225  0.0558
H -0.76587 -0.56968 1.51630  0.0922
H -0.31002 -0.58045 3.24885  0.1222
H 0.82164 0.02544 2.00840  0.0869
H -2.64019 0.54692 2.87083  0.1577
H -3.67482 2.78192 3.19262  0.1433
H 0.18209 4.50763 2.34187  0.1437
H 1.04898 2.19832 2.05600  0.1571
H -0.98322 5.77197 4.55135  0.1452
H -1.95760 8.03720 4.80717  0.1558
H -4.80911 7.30025 1.91061  0.1607
H -3.95579 5.00304 1.52745  0.1450
H -5.00584 9.02871 3.77896  0.1179
H -3.82529 9.63992 2.58776  0.1191
H -3.41230 9.60320 4.31665  0.1067